(1)
38
Properties=species:S:1:pos:R:3 method="wB97M-V/def2-TZVPD" max_force_ev_per_a=0.6 orbital_gap_ev=6.4891 e_tot_ev=-193135.25015 charge=+1 e_lumo_ev=-4.26
Tc 0.8424 -0.6187 -0.8449
C -3.9525 1.6172 -2.2593
C -2.6115 1.9215 -1.6572
C -2.2598 3.1879 -1.1999
C -1.0207 3.3995 -0.6315
C -0.1429 2.3325 -0.5228
Br 1.5039 2.6330 0.3193
N -0.4467 1.1076 -0.9668
C -1.6626 0.9283 -1.5224
H -4.4853 2.5322 -2.5089
H -4.5694 1.0523 -1.5594
H -3.8519 1.0252 -3.1681
H -2.9570 4.0113 -1.2886
H -0.7253 4.3708 -0.2660
H -1.8773 -0.0733 -1.8709
S 0.9883 -3.8252 0.8295
As 0.2860 -5.9455 0.3233
S -0.3162 -2.3225 -1.7833
S 1.4413 -3.0530 -1.0107
S 0.1029 -6.0450 -1.6668
C -1.2910 0.0950 1.7584
C 0.1461 -0.1999 2.0348
C 0.7509 -0.2862 3.2427
C 2.1026 -0.7071 3.0393
C 2.2883 -0.9094 1.7141
C 3.5440 -1.3395 1.0357
N 1.0883 -0.5637 1.0436
H -1.8511 -0.0344 2.6830
H -1.7195 -0.5955 1.0275
H -1.4706 1.1148 1.4138
H 0.2744 -0.0880 4.1890
H 2.8567 -0.8403 3.7975
H 4.3596 -1.2733 1.7540
H 3.8108 -0.7166 0.1834
H 3.5089 -2.3745 0.6885
C 2.1777 0.0336 -1.8691
H 3.1078 0.4793 -1.5280
H 2.0304 -0.0305 -2.9527

---

(2)
200
Properties=species:S:1:pos:R:3 method="wB97M-V/def2-TZVPD" max_force_ev_per_a=5.1 orbital_gap_ev=8.3290 e_tot_ev=-103066.51852 e_lumo_ev=0.49 smiles="COCCNCCOC.COCCNCCOC.COCCNCCOC.COCCNCCOC.COCCNCCOC.COCCNCCOC.COCCNCCOC.NC(N)=O.CO.CO.CO.CO"
C 8.7597 -3.0222 -5.2001
O 7.4235 -2.5452 -5.2952
C 6.6887 -3.2313 -6.2968
C 5.4241 -2.4499 -6.5829
N 4.5043 -2.4056 -5.4773
C 3.2517 -1.7324 -5.8539
C 2.4398 -1.4264 -4.6160
O 3.1191 -0.4658 -3.8546
C 2.4308 -0.1006 -2.6969
H 9.2673 -2.9391 -6.1634
H 8.7581 -4.0328 -4.7852
H 9.2466 -2.3442 -4.4995
H 6.4545 -4.2410 -5.9444
H 7.2494 -3.2764 -7.2372
H 4.9553 -2.8841 -7.4712
H 5.7241 -1.4384 -6.9057
H 4.8550 -1.9124 -4.6652
H 2.6488 -2.3980 -6.4781
H 3.4604 -0.8225 -6.4299
H 2.2272 -2.3494 -4.0598
H 1.4336 -1.1112 -4.9374
H 1.4325 0.3028 -2.9191
H 2.9789 0.6594 -2.1383
H 2.2777 -0.8966 -1.9550
C 2.1152 -7.9328 -0.1982
O 2.2336 -6.5596 0.1210
C 0.9653 -5.8954 0.1610
C 1.2830 -4.4686 0.5987
N 2.0935 -3.8239 -0.4347
C 2.5734 -2.5092 -0.0456
C 3.7506 -2.0847 -0.9149
O 4.9363 -2.6737 -0.4080
C 6.0631 -2.3008 -1.1493
H 3.1369 -8.2961 -0.2762
H 1.5995 -8.0802 -1.1546
H 1.5410 -8.4423 0.5822
H 0.3397 -6.3497 0.9366
H 0.5784 -5.9945 -0.8557
H 1.8632 -4.5006 1.5332
H 0.3895 -3.8927 0.8518
H 2.8089 -4.5087 -0.6491
H 2.8771 -2.5007 1.0112
H 1.7578 -1.7845 -0.1252
H 3.8449 -1.0042 -1.0508
H 3.5877 -2.5259 -1.9061
H 6.0641 -1.2169 -1.3499
H 6.0510 -2.7921 -2.1306
H 7.0076 -2.4524 -0.6271
C -3.2226 7.2148 0.2529
O -3.4497 6.0498 -0.5207
C -2.4423 5.0923 -0.2650
C -2.6334 3.8542 -1.1185
N -2.2429 4.1492 -2.4943
C -2.5785 3.0603 -3.4128
C -2.3595 3.5176 -4.8404
O -3.2131 4.6163 -5.1177
C -3.0010 5.1818 -6.3806
H -3.1692 6.9684 1.3160
H -4.0611 7.8988 0.1257
H -2.3309 7.7238 -0.1219
H -2.4009 4.7959 0.7901
H -1.4416 5.4976 -0.4614
H -3.6035 3.3622 -1.0140
H -1.8696 3.1811 -0.7144
H -2.7008 4.9774 -2.8632
H -3.5545 2.6005 -3.2314
H -1.8560 2.2426 -3.2904
H -2.5697 2.6869 -5.5218
H -1.3364 3.8997 -4.9240
H -3.4461 6.1743 -6.3851
H -3.3450 4.5888 -7.2335
H -1.9300 5.3382 -6.5780
C -1.3851 9.1863 7.3079
O -1.7533 8.1927 6.3793
C -2.6977 7.2908 6.9326
C -2.9723 6.1569 5.9487
N -1.7133 5.7000 5.3694
C -1.8904 4.4949 4.5415
C -0.6224 4.2843 3.7166
O -0.9419 3.6244 2.5261
C 0.1310 3.3930 1.6375
H -2.2285 9.8025 7.6311
H -0.7410 9.8722 6.7515
H -0.7883 8.7900 8.1321
H -3.5917 7.7876 7.3256
H -2.2507 6.8629 7.8416
H -3.6106 6.5339 5.1395
H -3.5520 5.4240 6.5081
H -1.3626 6.4242 4.7557
H -2.7126 4.6588 3.8335
H -2.0880 3.6478 5.1965
H 0.1550 3.7623 4.2884
H -0.2414 5.2904 3.4775
H 0.7995 4.2574 1.5642
H -0.2497 3.0827 0.6706
H 0.7208 2.5636 2.0447
C -0.7509 -2.9299 -2.0120
O -1.7776 -2.5755 -2.9448
C -1.7959 -1.1862 -3.1314
C -2.6146 -0.8311 -4.3677
N -4.0056 -1.2810 -4.3651
C -4.8860 -0.4803 -3.5022
C -6.2799 -1.0361 -3.3871
O -6.2684 -2.3427 -2.8554
C -7.5534 -2.9147 -2.8492
H 0.1969 -2.4434 -2.2482
H -0.7049 -4.0140 -2.0164
H -1.0533 -2.5450 -1.0303
H -0.8054 -0.7190 -3.2276
H -2.1662 -0.6479 -2.2456
H -2.1077 -1.2910 -5.2199
H -2.5757 0.2418 -4.5629
H -3.9812 -2.2164 -3.9662
H -4.9217 0.5538 -3.8540
H -4.3529 -0.3717 -2.5454
H -6.7702 -1.0087 -4.3639
H -6.8018 -0.3424 -2.7162
H -7.4661 -3.9829 -2.6693
H -8.0709 -2.7979 -3.8076
H -8.2227 -2.4595 -2.1139
C -6.5104 -5.5389 -0.0202
O -5.9137 -4.2750 0.1681
C -4.8159 -4.0727 -0.6971
C -4.2304 -2.6719 -0.4955
N -3.9325 -2.3293 0.8887
C -2.9952 -3.2809 1.4909
C -2.7173 -2.8561 2.9482
O -3.9260 -2.7116 3.6655
C -4.6747 -3.9027 3.7723
H -6.8357 -5.9039 0.9583
H -5.7851 -6.3087 -0.3041
H -7.3517 -5.5031 -0.7120
H -5.1622 -4.2101 -1.7254
H -3.9951 -4.7916 -0.5562
H -5.0483 -2.0402 -0.8546
H -3.3730 -2.4565 -1.1352
H -4.7608 -2.3601 1.4741
H -2.1036 -3.4178 0.8721
H -3.3679 -4.3131 1.5605
H -2.1821 -1.9092 2.9777
H -2.1243 -3.6185 3.4647
H -5.2946 -4.0978 2.8913
H -5.4209 -3.7531 4.5553
H -4.0488 -4.7499 4.0581
C 5.5637 -3.0816 2.1076
O 5.2900 -1.7087 2.2358
C 5.0601 -1.3440 3.5753
C 4.9407 0.1544 3.7140
N 3.6477 0.6760 3.2745
C 3.6209 2.1458 3.2694
C 3.9470 2.7873 4.6120
O 5.3232 3.0819 4.6113
C 5.7547 3.7258 5.7815
H 5.9455 -3.1992 1.0931
H 4.6660 -3.7059 2.1982
H 6.3048 -3.4811 2.8089
H 5.8567 -1.7601 4.2063
H 4.1562 -1.8493 3.9497
H 5.6986 0.6693 3.1051
H 5.1476 0.4925 4.7288
H 3.3342 0.2841 2.3919
H 2.6940 2.5419 2.8554
H 4.3546 2.3974 2.4893
H 3.5872 2.1200 5.4089
H 3.3153 3.6679 4.7901
H 6.8337 3.8573 5.7680
H 5.5250 3.1414 6.6847
H 5.2302 4.6782 5.9270
N -0.2183 0.7103 -0.6731
C 0.4939 -0.1394 0.1105
N -0.2200 -1.2330 0.4583
O 1.6994 -0.0132 0.3808
H -1.1876 0.4324 -0.7306
H 0.1461 1.5614 -1.0681
H -1.2298 -1.2157 0.4617
H 0.1690 -1.9101 1.0874
C 1.6899 -2.9420 2.6641
O 0.4457 -3.6223 2.4118
H 2.2855 -3.6846 3.1970
H 2.1743 -2.6491 1.7341
H 1.5596 -2.0337 3.2562
H 0.2609 -4.1788 3.1699
C 1.3244 3.8677 -3.1358
O 0.4664 3.2869 -2.1739
H 1.8854 4.6863 -2.6725
H 2.0967 3.2032 -3.5241
H 0.7753 4.2921 -3.9776
H -0.4295 3.6682 -2.3136
C 0.2063 0.2593 4.0566
O 1.3471 0.3452 4.8983
H -0.3553 -0.6545 4.2870
H -0.4858 1.0805 4.2790
H 0.5159 0.2909 3.0080
H 2.1033 0.3883 4.2640
C -2.7203 1.0076 1.2186
O -2.9983 0.3150 0.0117
H -2.1215 1.8904 1.0161
H -3.6161 1.3631 1.7332
H -2.1465 0.4079 1.9325
H -3.5336 -0.4800 0.2304